{"formula": "C28H32IrN5O2S", "method": "the ωB97M-V functional and the def2-TZVPD basis", "symbols": ["Ir", "C", "C", "C", "C", "C", "C", "N", "N", "C", "C", "C", "C", "C", "N", "H", "H", "H", "H", "H", "H", "H", "H", "H", "O", "N", "C", "C", "C", "C", "C", "S", "H", "H", "H", "H", "C", "C", "C", "O", "H", "H", "H", "H", "H", "H", "H", "C", "N", "C", "C", "C", "C", "C", "C", "C", "C", "H", "H", "H", "H", "H", "H", "H", "H", "H", "H", "H", "H"], "xyz": [[0.32646, 0.53690, -0.58481], [-2.05114, 0.99860, 4.66819], [-0.74204, 0.66170, 4.98229], [0.21456, 0.55340, 3.99839], [-0.12374, 0.76020, 2.64939], [-1.44874, 1.11370, 2.34459], [-2.39004, 1.23440, 3.34249], [0.78126, 0.59630, 1.63809], [2.04466, 0.50380, 1.96699], [2.95576, 0.41150, 1.00319], [4.33326, 0.40000, 1.33969], [5.27066, 0.32490, 0.34509], [4.85566, 0.28340, -0.99181], [3.50136, 0.31510, -1.25281], [2.58276, 0.35820, -0.30501], [-2.79774, 1.08180, 5.44489], [-0.47064, 0.46790, 6.00919], [1.22976, 0.28200, 4.23359], [-1.71854, 1.29650, 1.31339], [-3.40344, 1.50300, 3.08089], [4.60276, 0.46240, 2.38139], [6.32366, 0.30290, 0.58149], [5.56846, 0.23270, -1.79831], [3.13116, 0.30620, -2.26921], [0.30946, 0.74090, -2.96731], [-0.80834, 0.66150, -3.60331], [-0.76874, 0.50720, -4.94071], [-1.90614, 0.42530, -5.70181], [-3.14734, 0.53230, -5.08061], [-3.18484, 0.65430, -3.71411], [-2.01094, 0.68400, -2.95621], [-2.10074, 0.69840, -1.24821], [0.22496, 0.46260, -5.36201], [-1.82184, 0.27730, -6.76451], [-4.05834, 0.51700, -5.65361], [-4.11664, 0.70360, -3.17721], [-0.29974, 4.48800, 0.55949], [0.85166, 3.47100, 0.42409], [2.13566, 4.17480, -0.05581], [0.48846, 2.48410, -0.43821], [-0.02914, 5.26760, 1.26549], [-1.19314, 3.97640, 0.90889], [-0.50354, 4.93090, -0.41191], [1.04766, 3.05480, 1.43149], [1.99546, 4.52720, -1.07371], [2.97206, 3.48080, -0.03681], [2.35896, 5.02110, 0.58709], [-2.99084, -2.20430, 0.56449], [-2.12304, -2.70200, 1.59599], [-2.43904, -4.02970, 2.05009], [-0.73764, -2.31000, 1.47299], [-0.05884, -2.57130, 0.13519], [0.15426, -3.90390, -0.21201], [0.79026, -4.25440, -1.38601], [1.23356, -3.25160, -2.22641], [1.03636, -1.92890, -1.87991], [0.37496, -1.53700, -0.70671], [-4.02314, -2.26590, 0.90719], [-2.90914, -2.77190, -0.37241], [-2.74064, -1.16630, 0.36049], [-3.49854, -4.06180, 2.31109], [-1.86804, -4.25700, 2.95079], [-2.25174, -4.81170, 1.29889], [-0.16914, -2.81930, 2.25509], [-0.69624, -1.23740, 1.65879], [-0.16834, -4.67850, 0.46899], [0.93636, -5.29360, -1.64011], [1.74646, -3.49180, -3.14611], [1.39116, -1.18020, -2.57211]], "lowdin_charge": [1.28, -0.07, -0.08, -0.01, -0.30, -0.03, -0.06, -0.03, 0.11, -0.32, 0.01, -0.06, -0.04, -0.11, 0.04, 0.10, 0.10, 0.10, 0.05, 0.11, 0.11, 0.11, 0.11, 0.12, -0.20, -0.21, -0.01, -0.06, -0.07, -0.09, -0.60, 0.74, 0.14, 0.11, 0.11, 0.11, -0.05, -0.60, -0.05, -0.43, 0.07, 0.06, 0.08, 0.11, 0.08, 0.06, 0.07, -0.11, -0.27, -0.11, -0.17, -0.23, -0.06, -0.10, -0.10, -0.16, -0.27, 0.08, 0.09, 0.00, 0.08, 0.08, 0.07, 0.13, 0.07, 0.10, 0.10, 0.09, 0.06], "spin_multiplicity": 1, "orbital_gap_ev": [5.8, 4.2], "e_homo_ha": [-0.2711, -0.2388], "relative_energy_kj_mol": 318.3}

=====

{"formula": "C2H3BrClNO", "method": "the ωB97M-V functional and the def2-TZVPD basis", "symbols": ["N", "C", "O", "C", "Cl", "Br", "H", "H", "H"], "xyz": [[-0.92622, 0.99072, -0.50895], [-0.59473, -0.28298, -0.08617], [-1.42877, -1.16592, -0.07558], [0.85950, -0.40358, 0.52954], [2.00785, 0.40188, -0.65407], [1.23347, -2.42235, 0.66558], [-0.30766, 1.77160, -0.62924], [-1.87275, 1.02133, -0.71793], [1.02931, 0.08929, 1.47680]], "lowdin_charge": [0.14, -0.63, 0.02, -0.85, 0.52, 0.59, 0.08, 0.08, 0.05], "spin_multiplicity": 1, "orbital_gap_ev": 10.6, "smiles": "NC(=O)[C@H](Cl)Br", "e_homo_ha": -0.3829, "relative_energy_kj_mol": 0.0}

=====

{"formula": "CH3IOS2", "method": "the ωB97M-V functional and the def2-TZVPD basis", "symbols": ["C", "O", "S", "S", "I", "H", "H", "H"], "xyz": [[-1.81199, 0.08411, 1.04017], [-0.42400, -0.37865, -0.83702], [2.74482, -0.28532, -1.94964], [-0.70781, 0.71330, 0.13502], [3.08152, 0.40968, 0.24301], [-2.31486, -0.80445, 0.99785], [-2.03818, 0.83838, 1.81378], [1.47050, -0.57705, -1.44317]], "lowdin_charge": [-0.31, -0.63, -0.03, 0.87, 0.32, 0.01, 0.03, -0.27], "spin_multiplicity": 1, "orbital_gap_ev": 8.1, "e_homo_ha": -0.3159, "relative_energy_kj_mol": 153.4}

=====

{"formula": "C5H8O2", "method": "the ωB97M-V functional and the def2-TZVPD basis", "symbols": ["C", "C", "C", "C", "C", "O", "O", "H", "H", "H", "H", "H", "H", "H", "H"], "xyz": [[1.94519, -0.39765, 0.85798], [0.05885, -0.63019, -0.42475], [0.34041, -1.01857, -1.81536], [-0.88938, 1.11223, 1.29546], [-0.99680, 0.30107, 0.00760], [1.94826, -1.14588, 1.75697], [2.19263, 0.52415, 0.17162], [0.91443, -0.23046, -2.05070], [-0.60852, -0.89188, -2.51026], [0.74299, -2.01808, -1.79587], [-0.97053, 0.60124, 2.24717], [-1.59328, 1.89844, 1.46954], [0.21834, 1.51772, 1.37456], [-1.52552, 0.86955, -0.70097], [-1.77708, -0.49170, 0.11702]], "lowdin_charge": [-0.53, -0.02, -0.09, -0.10, -0.27, 0.16, 0.13, 0.04, 0.13, 0.08, 0.07, 0.06, 0.11, 0.09, 0.15], "spin_multiplicity": 1, "orbital_gap_ev": 8.5, "e_homo_ha": -0.3060, "relative_energy_kj_mol": 374.0}

=====

{"formula": "CH10BeClN2O4", "method": "the ωB97M-V functional and the def2-TZVPD basis", "symbols": ["C", "Be", "N", "N", "H", "H", "H", "H", "H", "H", "H", "H", "H", "H", "O", "Cl", "O", "O", "O"], "xyz": [[-1.14495, 0.91607, -1.25089], [0.07745, 0.31471, -0.48865], [1.31441, 0.65651, 0.86223], [0.84825, -0.92548, -1.51474], [1.46729, -0.25909, 1.33111], [0.72043, 1.46064, -0.89084], [-1.64259, 1.65171, -0.57884], [-1.93535, 0.17958, -1.57407], [-0.96307, 1.44668, -2.21292], [1.03198, -1.65712, -0.81803], [1.70045, -0.62239, -1.97971], [0.19986, -1.30613, -2.23989], [2.21147, 1.08358, 0.60472], [0.85360, 1.24391, 1.56982], [0.26123, -1.38487, 2.45352], [-0.97539, -0.84209, 1.89514], [-2.12714, -1.60689, 2.25235], [-1.07608, 0.57345, 2.23107], [-0.82186, -0.92278, 0.34862]], "lowdin_charge": [-0.32, -0.46, 0.02, 0.07, 0.03, -0.01, 0.01, -0.01, -0.01, 0.07, 0.06, 0.09, 0.05, 0.05, -0.38, 0.78, -0.31, -0.34, -0.38], "spin_multiplicity": 1, "total_charge": -1, "orbital_gap_ev": 4.6, "e_homo_ha": -0.0509}

=====

{"formula": "C4H9NO", "method": "the ωB97M-V functional and the def2-TZVPD basis", "symbols": ["C", "N", "C", "H", "H", "H", "H", "H", "C", "C", "O", "H", "H", "H", "H"], "xyz": [[-0.61155, -0.61891, 1.18685], [-0.93562, 0.51698, 1.74929], [-1.86665, 1.36327, 0.98702], [-0.46520, -1.46597, 1.86683], [-0.74229, -0.77393, 0.13585], [-1.91049, 2.35897, 1.47544], [-1.69070, 1.45163, -0.07378], [-2.92835, 1.09252, 1.09053], [1.98387, -1.21684, -0.80261], [1.28983, 0.03466, -1.25953], [0.14644, -0.03066, -1.77451], [2.12672, -1.89039, -1.66987], [3.03436, -0.89112, -0.38930], [1.42283, -1.67179, 0.04399], [1.75788, 1.04339, -1.19906]], "lowdin_charge": [-0.08, -0.07, -0.16, 0.07, 0.04, 0.07, 0.06, 0.08, -0.07, -0.29, -0.03, 0.09, 0.11, 0.06, 0.12], "spin_multiplicity": 1, "orbital_gap_ev": 10.1, "smiles": "C=NC.CC=O", "e_homo_ha": -0.3457, "relative_energy_kj_mol": 306.0}

=====

no.,maximum force (eV/A)
1,4.081
2,2.579
3,5.007
4,6.093
5,5.782
6,3.955